[1]
Below is an isolated molecule of C4H9NO at a distorted geometry, with properties calculated with ωB97M-V/def2-TZVPD.

Properties
Multiplicity ... 1
Molecular weight ... 87.12 g mol⁻¹
HOMO ... -9.699 eV
Orbital gap ... 10.700 eV
SMILES ... C[C@H]1N[C@H]1CO
Energy above the lowest of the compared OMol25 structures with the same formula, charge and spin ... 52.99 kcal per mole
Lowest unoccupied orbital energy ... 1.0 eV

CARTESIAN COORDINATES (ANGSTROEM)
H: -1.423 -0.603 -1.419
C: -1.553 0.702 0.330
H: 0.234 -1.795 -0.717
H: 0.914 -1.162 1.646
O: 1.371 0.781 1.218
C: 1.338 -0.574 0.827
H: -0.881 0.975 1.144
H: -2.333 0.039 0.729
C: -0.793 -0.057 -0.708
N: 0.462 0.367 -1.307
H: 0.522 0.176 -2.301
H: 2.377 -0.930 0.685
C: 0.464 -0.787 -0.413
H: 1.329 1.285 0.387
H: -2.026 1.584 -0.101



[2]
Below is an isolated molecule of C4H9NO, with properties calculated with ωB97M-V/def2-TZVPD.

Properties
Multiplicity ... 1
Molecular weight ... 87.12 g mol⁻¹
HOMO ... -6.281 eV
Orbital gap ... 6.873 eV
Energy above the lowest of the compared OMol25 structures with the same formula, charge and spin ... 119.49 kcal per mole
Lowest unoccupied orbital energy ... 0.6 eV

CARTESIAN COORDINATES (ANGSTROEM)
C: 0.542 -1.014 0.047
O: 2.821 0.099 0.084
C: 1.541 0.041 -0.472
H: 0.388 -1.071 1.151
H: -2.078 -0.030 0.976
H: -2.422 0.788 -0.573
H: 0.448 -2.015 -0.390
C: -1.929 -0.068 -0.103
H: 0.312 1.148 1.098
H: -0.323 -0.047 -1.448
H: -2.356 -0.993 -0.501
C: 0.472 1.049 -0.003
H: 0.312 2.020 -0.486
H: 2.772 0.120 1.056
N: -0.502 -0.028 -0.437



[3]
Below is an isolated molecule of C4H9NO, with properties calculated with ωB97M-V/def2-TZVPD.

Properties
Multiplicity ... 1
Molecular weight ... 87.12 g mol⁻¹
HOMO ... -9.698 eV
Orbital gap ... 10.822 eV
SMILES ... CC/N=C/OC
Energy above the lowest of the compared OMol25 structures with the same formula, charge and spin ... 34.08 kcal per mole
Lowest unoccupied orbital energy ... 1.1 eV

CARTESIAN COORDINATES (ANGSTROEM)
C: 1.455 -0.168 -0.363
H: 3.092 0.481 0.926
C: -0.648 -1.048 0.002
C: 2.127 0.850 0.564
H: 2.296 1.804 0.055
O: -1.984 -1.094 0.086
H: 1.767 -1.191 -0.092
H: -0.221 -2.025 0.257
H: 1.490 1.045 1.432
C: -2.661 0.118 -0.228
N: 0.010 -0.023 -0.330
H: -2.481 0.870 0.548
H: 1.789 -0.001 -1.395
H: -3.721 -0.135 -0.275
H: -2.311 0.515 -1.185



[4]
Below is an isolated molecule of C4H9NO, with properties calculated with ωB97M-V/def2-TZVPD.

Properties
Multiplicity ... 1
Molecular weight ... 87.12 g mol⁻¹
HOMO ... -9.011 eV
Orbital gap ... 9.985 eV
SMILES ... CN(C)CC=O
Energy above the lowest of the compared OMol25 structures with the same formula, charge and spin ... 39.58 kcal per mole
Lowest unoccupied orbital energy ... 1.0 eV

CARTESIAN COORDINATES (ANGSTROEM)
C: -1.438 -0.912 0.126
H: 1.933 -0.124 1.546
H: 0.145 2.041 0.189
H: 0.849 -1.522 -0.513
C: -0.682 1.360 -0.041
H: -2.316 -0.521 0.649
N: -0.325 -0.002 0.310
H: -1.708 -1.058 -0.936
O: 3.212 0.040 -0.022
H: -1.552 1.676 0.544
H: 1.009 0.010 -1.375
C: 2.116 -0.139 0.450
C: 0.878 -0.433 -0.373
H: -1.193 -1.887 0.560
H: -0.928 1.470 -1.115



[5]
Below is an isolated molecule of C4H9NO at a distorted geometry, with properties calculated with ωB97M-V/def2-TZVPD.

Properties
Multiplicity ... 1
Molecular weight ... 87.12 g mol⁻¹
HOMO ... -9.721 eV
Orbital gap ... 10.639 eV
SMILES ... CC(C)NC=O
Energy above the lowest of the compared OMol25 structures with the same formula, charge and spin ... 23.16 kcal per mole
Lowest unoccupied orbital energy ... 0.9 eV

CARTESIAN COORDINATES (ANGSTROEM)
H: 2.499 0.950 0.584
H: -1.826 1.134 0.887
C: -0.881 -1.333 -0.291
H: -2.772 0.701 -0.523
H: -0.141 -1.939 -0.804
N: 0.598 0.796 -0.145
H: 0.373 1.661 0.341
C: -0.640 0.111 -0.646
H: -1.884 -1.574 -0.667
H: -0.893 -1.488 0.781
H: -1.616 2.011 -0.689
H: -0.549 0.266 -1.724
C: -1.790 1.052 -0.199
C: 1.678 0.226 0.481
O: 1.778 -0.919 0.869



[6]
Below is a cluster of 2 separate species, C4H9NO in total, with properties calculated with ωB97M-V/def2-TZVPD.

Properties
Multiplicity ... 1
Molecular weight ... 87.12 g mol⁻¹
HOMO ... -8.503 eV
Orbital gap ... 9.200 eV
Energy above the lowest of the compared OMol25 structures with the same formula, charge and spin ... 125.31 kcal per mole
Lowest unoccupied orbital energy ... 0.7 eV

CARTESIAN COORDINATES (ANGSTROEM)
H: -2.627 0.712 -1.148
C: -0.605 -0.015 0.382
H: 1.964 0.119 2.192
H: 2.746 -0.589 0.810
H: 1.659 0.828 -1.391
N: -0.099 -0.109 -0.788
H: 0.702 0.085 1.055
O: -1.893 -0.014 0.651
H: -2.634 -1.065 -0.977
C: -2.793 -0.117 -0.454
C: 2.021 0.179 1.096
C: 1.205 -0.085 -1.005
H: 1.712 -1.017 -1.257
H: 2.439 1.163 0.866
H: -3.798 -0.074 -0.032



[7]
Below is a cluster of 2 separate species, C4H9NO in total at a distorted geometry, with properties calculated with ωB97M-V/def2-TZVPD.

Properties
Multiplicity ... 1
Molecular weight ... 87.12 g mol⁻¹
HOMO ... -9.605 eV
Orbital gap ... 10.521 eV
SMILES ... C=NC.CC=O
Energy above the lowest of the compared OMol25 structures with the same formula, charge and spin ... 57.26 kcal per mole
Lowest unoccupied orbital energy ... 0.9 eV

CARTESIAN COORDINATES (ANGSTROEM)
H: -1.034 1.272 -3.558
H: -1.526 1.614 0.119
H: -1.953 0.410 -2.245
C: -1.395 1.303 -2.534
N: -0.337 1.595 -1.609
O: 0.246 -2.880 0.714
C: 1.796 -1.625 2.049
H: 1.688 -1.289 3.089
H: 2.206 -0.769 1.499
H: -2.157 2.092 -2.526
C: 0.467 -1.937 1.414
H: 2.511 -2.444 2.017
C: -0.555 1.735 -0.389
H: 0.279 2.048 0.242
H: -0.237 -1.125 1.719



[8]
Below is an isolated molecule of C4H9NO, with properties calculated with ωB97M-V/def2-TZVPD.

Properties
Multiplicity ... 1
Molecular weight ... 87.12 g mol⁻¹
HOMO ... -9.076 eV
Orbital gap ... 9.960 eV
SMILES ... CC(=O)N(C)C
Energy above the lowest of the compared OMol25 structures with the same formula, charge and spin ... 22.60 kcal per mole
Lowest unoccupied orbital energy ... 0.9 eV

CARTESIAN COORDINATES (ANGSTROEM)
H: -0.199 1.930 0.632
C: -0.771 1.262 -0.021
H: -1.583 -1.940 0.402
H: -0.539 1.502 -1.074
H: -1.835 1.453 0.169
C: -1.406 -1.105 -0.280
H: -2.354 -0.611 -0.533
H: 2.857 -0.218 0.416
O: 0.923 -1.621 1.253
H: 1.891 1.283 0.228
H: -0.976 -1.498 -1.220
C: 0.753 -0.573 0.656
H: 1.846 0.052 -1.024
C: 1.915 0.204 0.061
N: -0.522 -0.120 0.336